1.
Below is 2 unconnected molecules or ions with the total composition C12H17N in a non-equilibrium geometry, with properties calculated with ωB97M-V with the def2-TZVPD basis set.

Values from the calculation:
Kohn-Sham gap   8.660 eV
SMILES   Cc1c[nH]c2ccccc12.CCC
LUMO level   0.9 eV
ΔE to the lowest compared entry with this formula, charge and spin   26.6 kcal/mol

Geometry as XYZ:
```
30
C12H17N | the OMol25 dataset | ωB97M-V with the def2-TZVPD basis set
C -2.19 -1.73 2.22
C -1.27 -0.56 2.05
C -1.52 0.71 2.49
N -0.44 1.53 2.31
C 0.53 0.78 1.69
C 1.73 1.18 1.18
C 2.51 0.31 0.50
C 2.12 -1.05 0.32
C 0.97 -1.51 0.90
C 0.11 -0.59 1.55
H -3.08 -1.69 1.62
H -2.62 -1.75 3.24
H -1.67 -2.62 1.89
H -2.45 1.19 2.76
H -0.28 2.41 2.76
H 2.09 2.19 1.38
H 3.54 0.59 0.39
H 2.85 -1.70 -0.10
H 0.80 -2.59 0.91
C 0.89 -0.11 -3.01
C -0.08 1.10 -3.06
C -1.36 0.60 -2.35
H 0.53 -1.08 -3.32
H 1.80 0.17 -3.58
H 1.22 -0.19 -1.94
H -0.30 1.24 -4.11
H 0.37 1.87 -2.44
H -2.04 1.34 -1.97
H -0.98 0.18 -1.40
H -1.80 -0.23 -2.89
```

Here are the natural (NBO) charges for atoms 1 to 6, given in e: -0.634 -0.081 -0.033 -0.547 0.202 -0.259

***

2.
Below is 2 unconnected molecules or ions with the total composition C12H17N in a non-equilibrium geometry, with properties calculated with ωB97M-V with the def2-TZVPD basis set.

Values from the calculation:
Multiplicity   2
Total charge   +1
Expectation value of S²   0.775
Kohn-Sham gap (alpha / beta)   8.792 / 5.713 eV
LUMO level (alpha / beta)   -3.9 / -6.9 eV
ΔE to the lowest compared entry with this formula, charge and spin   37.0 kcal/mol

Geometry as XYZ:
```
30
C12H17N | the OMol25 dataset | ωB97M-V with the def2-TZVPD basis set
C -0.40 -3.28 -1.61
C -0.25 -4.22 -2.85
C -1.55 -3.48 -0.68
H -0.25 -2.22 -1.87
H 0.51 -3.24 -1.00
H -1.19 -4.33 -3.37
H 0.66 -3.84 -3.28
H -1.62 -4.26 0.10
H -0.09 -5.20 -2.37
H -2.42 -3.89 -1.24
H -1.83 -2.61 -0.09
C 1.78 3.49 -1.00
C 0.57 1.42 1.87
C 0.46 2.58 1.00
C 1.70 2.67 0.32
C 2.58 1.75 0.94
C -1.78 1.24 2.13
C -0.48 0.71 2.37
C -1.90 2.37 1.36
C -0.84 3.10 0.87
N 1.90 1.02 1.82
H -2.63 0.83 2.64
H -0.43 -0.16 2.99
H -2.95 2.68 1.22
H -0.89 4.09 0.43
H 2.34 0.28 2.35
H 3.61 1.51 0.70
H 1.33 4.42 -0.63
H 1.26 2.94 -1.77
H 2.79 3.64 -1.36
```

Here are the natural (NBO) charges for atoms 1 to 6, given in e: -0.400 -0.610 -0.634 0.188 0.186 0.217

***

3.
Below is a gas-phase ion, C12H17N2 (charge +1) in a non-equilibrium geometry, with properties calculated with ωB97M-V with the def2-TZVPD basis set.

Values from the calculation:
Total charge   +1
Kohn-Sham gap   10.052 eV
SMILES   CN[NH2+][C@@]1(c2ccccc2)C=CCC1
LUMO level   -2.7 eV
ΔE to the lowest compared entry with this formula, charge and spin   50.1 kcal/mol

Geometry as XYZ:
```
31
C12H17N2 | the OMol25 dataset | ωB97M-V with the def2-TZVPD basis set
C 0.28 2.24 -2.16
N 0.90 1.75 -0.92
N 0.59 0.59 -0.16
C 1.65 -0.13 0.66
C 0.98 -1.41 1.11
C 0.93 -2.48 0.20
C 0.10 -3.57 0.48
C -0.67 -3.61 1.64
C -0.54 -2.58 2.58
C 0.27 -1.47 2.32
C 2.90 -0.32 -0.17
C 3.86 0.57 0.15
C 3.54 1.35 1.42
C 2.18 0.77 1.87
H 1.06 2.82 -2.69
H -0.04 1.43 -2.82
H -0.55 2.91 -1.97
H 1.46 2.40 -0.37
H 0.09 -0.06 -0.74
H 0.11 0.95 0.69
H 1.60 -2.52 -0.67
H 0.05 -4.39 -0.25
H -1.34 -4.44 1.83
H -1.10 -2.61 3.52
H 0.44 -0.72 3.09
H 2.91 -1.06 -0.96
H 4.81 0.70 -0.37
H 3.48 2.44 1.24
H 4.31 1.19 2.20
H 2.35 0.09 2.72
H 1.50 1.57 2.22
```

Here are the natural (NBO) charges for atoms 1 to 6, given in e: -0.418 -0.493 -0.350 0.076 -0.085 -0.221

***

4.
Below is a molecular structure, C12H17N2O7SW in a non-equilibrium geometry, with properties calculated with ωB97M-V with the def2-TZVPD basis set.

Values from the calculation:
Total charge   +3
Kohn-Sham gap   6.435 eV
LUMO level   -13.8 eV
ΔE to the lowest compared entry with this formula, charge and spin   77.1 kcal/mol

Geometry as XYZ:
```
40
C12H17N2O7SW | the OMol25 dataset | ωB97M-V with the def2-TZVPD basis set
W -0.13 0.98 0.05
N -0.22 1.09 2.47
C -1.17 0.12 3.10
C -2.01 -0.61 2.05
O -2.87 -1.39 2.26
N -1.60 -0.20 0.74
C -2.46 -0.67 -0.38
C -1.60 0.14 -1.33
O -0.42 -0.29 -1.56
O -1.70 1.40 -1.27
H 0.69 0.99 2.95
H -0.51 2.04 2.75
H -1.87 0.61 3.80
H -0.65 -0.64 3.70
H -3.50 -0.33 -0.30
H -2.42 -1.76 -0.53
C -2.27 3.20 0.80
O -0.85 3.00 0.47
H -2.40 4.18 1.28
H -2.58 2.41 1.48
H -2.88 3.18 -0.11
H -0.63 3.74 -0.15
C 1.39 -3.96 -1.95
C 1.70 -2.58 -1.56
C 1.38 -2.06 -0.29
C 1.63 -0.72 0.07
C 2.31 0.09 -0.91
C 2.69 -0.42 -2.14
C 2.42 -1.75 -2.45
S 2.18 1.86 -0.65
O 3.21 2.76 -0.90
O 0.84 2.03 -1.34
O 1.53 1.80 0.76
H 0.72 -4.47 -1.26
H 2.31 -4.54 -2.01
H 0.97 -4.00 -2.96
H 0.99 -2.75 0.45
H 1.83 -0.52 1.14
H 3.22 0.20 -2.84
H 2.76 -2.17 -3.39
```

Here are the Mulliken charges for atoms 1 to 6, given in e: 1.939 -0.642 -0.573 0.334 -0.380 0.047

***

5.
Below is 2 unconnected molecules or ions with the total composition C12H17N3 in a non-equilibrium geometry, with properties calculated with ωB97M-V with the def2-TZVPD basis set.

Values from the calculation:
Kohn-Sham gap   6.606 eV
LUMO level   -1.7 eV
ΔE to the lowest compared entry with this formula, charge and spin   246.3 kcal/mol

Geometry as XYZ:
```
32
C12H17N3 | the OMol25 dataset | ωB97M-V with the def2-TZVPD basis set
C -2.39 1.64 -1.16
C -1.33 1.53 0.01
C -0.13 2.18 -0.24
C 1.46 1.34 1.44
C 1.05 -0.05 1.46
C 0.66 -0.73 2.56
C 0.56 -2.17 1.03
C 0.36 -3.32 0.24
C 0.25 -3.11 -1.11
C 0.84 -2.07 -1.83
C 1.12 -0.99 -1.07
C 1.13 -1.01 0.41
H -0.63 2.00 -2.71
H -1.27 0.42 -2.82
H -3.07 0.75 -0.93
H -2.88 2.68 -1.25
H -0.71 0.45 -0.17
H -1.68 1.41 1.27
H 0.71 1.97 -0.93
H -0.20 3.28 -0.63
H -0.17 2.56 1.73
H 2.42 1.49 0.84
H 1.75 1.76 2.35
H 0.28 -0.43 3.58
H 1.15 -3.02 3.17
H -0.42 -4.15 0.73
H -0.28 -3.95 -1.74
H 0.68 -2.06 -3.00
H 1.59 -0.29 -1.78
N -1.63 1.48 -2.66
N 0.57 2.38 1.04
N 0.20 -1.99 2.17
```

Here are the natural (NBO) charges for atoms 1 to 6, given in e: -0.224 -0.462 -0.295 -0.256 -0.094 -0.078

***

6.
Below is C12H17N3 in the gas phase in a non-equilibrium geometry, with properties calculated with ωB97M-V with the def2-TZVPD basis set.

Values from the calculation:
Kohn-Sham gap   8.563 eV
SMILES   c1nc(N2CCCCC2)cc2c1CCN2
LUMO level   0.9 eV
ΔE to the lowest compared entry with this formula, charge and spin   2.1 kcal/mol

Geometry as XYZ:
```
32
C12H17N3 | the OMol25 dataset | ωB97M-V with the def2-TZVPD basis set
C 0.70 1.45 2.05
N 0.14 0.30 1.63
C -0.02 0.07 0.33
N -0.50 -1.18 -0.09
C 0.20 -1.95 -1.15
C -0.83 -2.78 -1.85
C -1.49 -3.73 -0.85
C -2.16 -2.99 0.31
C -1.16 -2.01 0.95
C 0.36 1.00 -0.63
C 0.94 2.18 -0.21
C 1.08 2.42 1.13
C 1.68 3.79 1.39
C 1.64 4.38 -0.06
N 1.30 3.28 -0.93
H 0.87 1.62 3.12
H 0.66 -1.31 -1.89
H 0.93 -2.60 -0.67
H -1.56 -2.14 -2.31
H -0.31 -3.33 -2.60
H -2.25 -4.34 -1.39
H -0.79 -4.45 -0.40
H -2.51 -3.75 1.03
H -2.99 -2.42 -0.03
H -1.69 -1.42 1.72
H -0.40 -2.59 1.50
H 0.15 0.83 -1.68
H 1.10 4.47 2.09
H 2.73 3.73 1.67
H 2.59 4.87 -0.31
H 0.83 5.10 -0.10
H 0.76 3.47 -1.76
```

Here are the natural (NBO) charges for atoms 1 to 6, given in e: 0.091 -0.516 0.415 -0.456 -0.199 -0.405

***

7.
Below is a molecular structure, C12H17N5O4PSbSe4V in a non-equilibrium geometry, with properties calculated with ωB97M-V with the def2-TZVPD basis set.

Values from the calculation:
Multiplicity   2
Total charge   -2
Expectation value of S²   1.035
Kohn-Sham gap (alpha / beta)   5.397 / 5.927 eV
LUMO level (alpha / beta)   4.2 / 4.2 eV

Geometry as XYZ:
```
45
C12H17N5O4PSbSe4V | the OMol25 dataset | ωB97M-V with the def2-TZVPD basis set
V 0.45 -0.85 0.50
C -2.89 -3.23 -0.10
C -1.59 -3.03 -0.80
N -0.54 -2.48 -0.24
C 0.48 -2.37 -1.25
C -0.09 -2.87 -2.44
N -1.37 -3.27 -2.10
C 0.34 -3.03 -3.81
O 1.52 -2.51 -4.14
O -0.37 -3.61 -4.63
C 1.81 -1.78 -1.05
O 2.50 -1.43 -2.04
O 2.22 -1.60 0.24
H -2.88 -2.65 0.82
H -3.04 -4.28 0.16
H -3.72 -2.91 -0.72
H -1.98 -3.73 -2.75
H 1.95 -2.06 -3.34
C -1.13 3.29 -2.53
N 0.24 2.84 -2.77
C 1.15 3.73 -2.05
N 0.86 3.88 -0.63
C -0.53 4.31 -0.47
N -1.49 3.43 -1.13
C -1.57 2.14 -0.45
P 0.04 1.25 -0.48
C 0.41 1.46 -2.30
C 1.11 2.64 0.12
H -1.81 2.59 -3.02
H -1.24 4.27 -3.01
H 1.07 4.72 -2.51
H 2.17 3.37 -2.17
H -0.63 5.30 -0.92
H -0.77 4.37 0.59
H -2.34 1.51 -0.91
H -1.87 2.29 0.59
H -0.25 0.80 -2.87
H 1.43 1.11 -2.48
H 2.16 2.35 0.02
H 0.91 2.81 1.18
Se -1.46 0.56 6.00
Sb -1.35 2.03 4.09
Se -0.27 0.27 2.28
Se -3.41 2.49 2.84
Se 0.46 3.64 3.91
```

Here are the natural (NBO) charges for atoms 1 to 6, given in e: 0.642 -0.658 0.414 -0.537 -0.036 -0.109

***

8.
Below is C12H17N5OS2 in the gas phase in a non-equilibrium geometry, with properties calculated with ωB97M-V with the def2-TZVPD basis set.

Values from the calculation:
Kohn-Sham gap   9.189 eV
SMILES   CCCCc1nnc(SCC(=O)Nc2nccs2)n1C
LUMO level   0.7 eV
ΔE to the lowest compared entry with this formula, charge and spin   0.0 kcal/mol

Geometry as XYZ:
```
37
C12H17N5OS2 | the OMol25 dataset | ωB97M-V with the def2-TZVPD basis set
C -3.38 -1.21 -1.36
C -1.92 -1.52 -1.03
C -1.74 -2.15 0.36
C -1.92 -1.15 1.51
C -0.83 -0.15 1.50
N 0.41 -0.42 1.85
N 1.15 0.68 1.66
C 0.37 1.61 1.19
S 0.85 3.18 0.61
C 1.77 2.60 -0.87
C 1.04 1.41 -1.42
O -0.05 1.47 -1.95
N 1.63 0.18 -1.25
C 2.75 -0.19 -0.55
N 3.74 0.56 -0.23
C 4.68 -0.12 0.47
C 4.41 -1.44 0.68
S 2.90 -1.86 -0.03
N -0.92 1.14 1.08
C -2.04 1.88 0.57
H -3.80 -0.50 -0.65
H -3.45 -0.78 -2.35
H -3.98 -2.12 -1.33
H -1.54 -2.23 -1.77
H -1.33 -0.61 -1.11
H -0.74 -2.57 0.44
H -2.46 -2.96 0.48
H -1.87 -1.70 2.46
H -2.89 -0.66 1.45
H 2.79 2.36 -0.58
H 1.73 3.43 -1.58
H 1.05 -0.60 -1.57
H 5.55 0.40 0.81
H 5.00 -2.17 1.19
H -2.08 1.78 -0.52
H -2.96 1.50 1.01
H -1.92 2.93 0.82
```

Here are the natural (NBO) charges for atoms 1 to 6, given in e: -0.605 -0.413 -0.381 -0.451 0.343 -0.308

***

| no. | E (Ha) |
| --- | --- |
| 1 | -522.17782 |
| 2 | -521.88367 |
| 3 | -576.64901 |
| 4 | -1567.75214 |
| 5 | -631.33603 |
| 6 | -631.72520 |
| 7 | -12173.71711 |
| 8 | -1612.87655 |